[1]
Molecular formula: C26H35BrN6O4Se2SiTc
Method: DFT, ωB97M-V/def2-TZVPD

Its spin multiplicity is 2. Its orbital gap (alpha / beta) is 5.03 / 3.79 eV. The value obtained for the total energy is -9388.44064 a.u. The HOMO energy (alpha / beta) comes out at -6.57 / -5.48 eV. The value obtained for the LUMO energy (alpha / beta) is -0.0568 / -0.0620 Ha.

Last column: Mulliken spin population.
Positions of all 76 atoms, in Å:
Tc (0.483, -0.994, 0.003)  1.44
N (2.851, 0.568, 2.956)  -0.03
C (1.763, 0.507, 3.788)  0.01
C (0.760, -0.068, 3.074)  -0.01
N (1.213, -0.357, 1.820)  -0.01
C (2.482, 0.044, 1.768)  0.00
C (3.172, -0.242, 0.553)  -0.06
N (2.473, -0.928, -0.362)  -0.12
C (3.318, -1.142, -1.425)  0.01
C (4.522, -0.588, -1.147)  0.01
N (4.426, -0.038, 0.111)  -0.02
H (3.739, 0.980, 3.177)  0.00
H (1.787, 0.878, 4.796)  0.00
H (-0.255, -0.271, 3.363)  -0.01
H (3.000, -1.676, -2.303)  0.00
H (5.427, -0.543, -1.725)  0.00
H (5.110, 0.561, 0.537)  0.00
O (2.254, 6.408, 1.434)  0.00
C (1.290, 6.411, 0.389)  0.00
C (0.878, 4.971, 0.039)  0.01
C (-0.247, 5.101, -1.012)  0.00
O (-0.521, 3.950, -1.764)  0.00
C (0.385, 4.294, 1.319)  0.00
Se (-0.275, 2.474, 1.041)  0.01
C (2.123, 4.278, -0.537)  0.00
Se (2.102, 2.325, -0.642)  -0.10
H (2.525, 7.311, 1.611)  0.00
H (1.702, 6.890, -0.509)  0.00
H (0.398, 6.975, 0.695)  0.00
H (0.056, 5.860, -1.742)  0.00
H (-1.148, 5.466, -0.497)  0.00
H (-0.905, 3.283, -1.171)  0.00
H (-0.455, 4.858, 1.731)  0.00
H (1.183, 4.272, 2.058)  0.00
H (2.976, 4.534, 0.086)  0.00
H (2.299, 4.635, -1.553)  0.00
Br (-7.617, -3.644, 1.121)  0.00
C (-6.069, -2.588, 0.798)  0.00
C (-4.853, -2.999, 1.318)  0.00
C (-3.725, -2.237, 1.062)  0.00
C (-3.816, -1.080, 0.295)  0.01
C (-5.046, -0.689, -0.219)  0.00
C (-6.183, -1.439, 0.033)  0.00
C (-2.589, -0.265, -0.021)  0.00
O (-2.697, 0.768, -0.650)  0.02
O (-1.474, -0.803, 0.396)  0.01
H (-4.790, -3.899, 1.913)  0.00
H (-2.761, -2.542, 1.445)  0.00
H (-5.092, 0.205, -0.825)  0.00
H (-7.144, -1.135, -0.358)  0.00
C (2.003, -4.066, 1.316)  0.00
Si (0.314, -3.225, 0.979)  -0.10
C (-0.508, -3.217, 2.713)  0.00
C (-0.706, -4.532, -0.002)  0.00
H (1.844, -5.038, 1.788)  0.00
H (2.614, -3.457, 1.985)  0.00
H (2.584, -4.231, 0.404)  0.00
H (-1.012, -4.165, 2.908)  0.00
H (-1.252, -2.421, 2.796)  0.00
H (0.230, -3.059, 3.502)  0.00
H (-0.082, -5.112, -0.686)  0.00
H (-1.504, -4.069, -0.587)  0.00
H (-1.166, -5.242, 0.686)  0.00
N (0.806, -3.230, -2.609)  0.00
C (0.194, -2.069, -2.990)  -0.01
C (-0.183, -1.857, -4.320)  0.00
C (-0.707, -0.637, -4.693)  0.00
C (-0.818, 0.370, -3.738)  0.00
C (-0.434, 0.089, -2.451)  -0.03
N (0.027, -1.119, -2.051)  -0.02
H (0.671, -4.036, -3.193)  0.00
H (0.858, -3.392, -1.615)  -0.01
H (-0.057, -2.657, -5.037)  0.00
H (-1.022, -0.466, -5.713)  0.00
H (-1.221, 1.343, -3.973)  0.00
H (-0.515, 0.857, -1.688)  0.02



[2]
Molecular formula: C18H44N2O5
Method: DFT, ωB97M-V/def2-TZVPD

Its orbital gap is 8.43 eV. The value obtained for the total energy is -1197.80189 a.u. The HOMO energy comes out at -8.06 eV. The value obtained for the LUMO energy is 0.0137 Ha.

Last column: Mulliken charge in e.
Positions of all 69 atoms, in Å:
O (4.098, 1.737, 2.403)  -0.64
H (3.783, 0.883, 2.108)  0.32
H (4.763, 1.984, 1.760)  0.31
O (6.159, -2.606, -0.026)  -0.63
H (6.847, -3.022, 0.493)  0.32
H (6.586, -2.379, -0.853)  0.32
O (2.468, -1.299, 0.526)  -0.63
H (3.331, -1.488, 0.158)  0.32
H (2.065, -2.159, 0.645)  0.31
C (-2.651, -0.563, 8.027)  -2.02
C (-2.150, -1.385, 6.834)  1.77
C (-0.730, -0.899, 6.599)  -1.22
C (0.136, -1.734, 5.645)  -0.72
C (0.032, -3.227, 6.080)  -1.20
C (-1.352, -3.808, 6.345)  1.57
N (-2.082, -2.846, 7.197)  0.07
O (-3.183, -3.444, 7.692)  -0.44
C (-2.082, -4.073, 5.007)  -1.59
C (-1.174, -5.158, 6.947)  -1.96
C (-2.989, -1.143, 5.548)  -1.63
H (-3.731, -0.578, 8.179)  0.38
H (-2.347, 0.476, 7.908)  0.41
H (-2.261, -0.975, 8.958)  0.47
H (-0.816, 0.023, 6.024)  0.36
H (-0.250, -0.688, 7.555)  0.44
H (1.151, -1.346, 5.739)  0.39
H (-0.167, -1.689, 4.599)  0.32
H (0.563, -3.243, 7.032)  0.38
H (0.544, -3.871, 5.365)  0.43
H (-3.160, -4.164, 5.139)  0.28
H (-2.060, -3.194, 4.363)  0.34
H (-1.675, -4.906, 4.434)  0.44
H (-0.661, -4.946, 7.885)  0.47
H (-2.145, -5.601, 7.167)  0.41
H (-0.631, -5.870, 6.325)  0.37
H (-3.300, -0.099, 5.593)  0.45
H (-3.867, -1.771, 5.396)  0.26
H (-2.419, -1.254, 4.626)  0.38
H (-3.789, -3.246, 6.974)  0.39
C (-1.040, 5.160, -6.515)  -1.94
C (-0.318, 3.843, -7.010)  1.32
C (1.055, 4.281, -7.492)  -1.08
C (1.916, 3.072, -7.766)  -0.68
C (2.079, 2.191, -6.485)  -1.23
C (0.701, 1.729, -5.888)  1.54
N (-0.180, 2.881, -5.869)  0.33
O (-1.397, 2.643, -5.319)  -0.47
C (0.171, 0.566, -6.774)  -1.77
C (1.025, 1.202, -4.489)  -1.92
C (-1.205, 3.299, -8.114)  -1.66
H (-2.021, 4.884, -6.128)  0.44
H (-1.124, 5.946, -7.265)  0.38
H (-0.574, 5.560, -5.615)  0.43
H (0.943, 4.816, -8.436)  0.43
H (1.606, 4.984, -6.868)  0.36
H (2.923, 3.393, -8.032)  0.37
H (1.512, 2.535, -8.624)  0.32
H (2.718, 2.705, -5.767)  0.42
H (2.582, 1.278, -6.807)  0.45
H (0.498, 0.674, -7.808)  0.39
H (0.651, -0.342, -6.410)  0.49
H (-0.901, 0.397, -6.671)  0.31
H (1.871, 0.514, -4.486)  0.38
H (1.123, 2.058, -3.821)  0.46
H (0.103, 0.676, -4.243)  0.42
H (-0.769, 2.417, -8.583)  0.34
H (-1.316, 4.018, -8.926)  0.45
H (-2.189, 3.086, -7.697)  0.35
H (-1.297, 3.104, -4.484)  0.37